ORCA calculation (the ωB97M-V functional and the def2-TZVPD basis) on C23H19ClF3NO2PPt as an isolated structure.

Geometry as XYZ:
```
51
Properties=species:S:1:pos:R:3:forces:R:3
Pt 0.16562 -0.47506 0.38850 -0.2884 -0.2975 0.1185
Cl 1.79673 -2.07621 -0.32691 0.1653 -0.0027 -0.2115
C 0.92358 -3.60627 -0.20900 0.0133 -0.0648 0.0071
C 1.65473 -4.77264 -0.14387 0.0286 0.0101 -0.0024
C 0.95860 -5.97056 -0.03719 -0.0113 -0.0082 -0.0014
C -0.42843 -5.98367 -0.00093 -0.0123 0.0074 -0.0004
C -1.13910 -4.79488 -0.08374 0.0003 0.0141 -0.0170
C -0.46173 -3.58493 -0.19550 -0.0345 0.0293 -0.0385
P -1.27364 -1.98635 -0.40543 0.0815 0.0185 0.1484
C -1.40921 -1.69453 -2.17126 0.0319 0.1428 0.0321
C -1.69339 -0.38599 -2.57459 0.0100 -0.0313 -0.0028
C -1.78909 -0.09359 -3.92401 -0.0028 -0.0059 -0.0225
C -1.59657 -1.09678 -4.86660 -0.0049 0.0235 0.0015
C -1.30641 -2.39244 -4.46543 0.0039 -0.0306 0.0220
C -1.20812 -2.69645 -3.11518 -0.0244 -0.0204 -0.0093
C -2.93574 -2.10961 0.26279 -0.0017 -0.0431 -0.0299
C -4.03262 -2.14196 -0.59779 0.0155 0.0310 0.0429
C -5.31130 -2.27858 -0.07689 0.0023 0.0029 -0.0087
C -5.49599 -2.38707 1.29267 -0.0020 0.0009 -0.0121
C -4.40324 -2.36221 2.15107 -0.0007 0.0002 0.0173
C -3.12526 -2.22169 1.64082 0.0457 -0.0378 -0.0013
H 2.73563 -4.75223 -0.16170 -0.0018 0.0030 0.0012
H 1.51104 -6.89799 0.02715 0.0028 0.0011 0.0015
H -0.95852 -6.92141 0.09110 0.0028 -0.0018 0.0015
H -2.22201 -4.79596 -0.06034 0.0009 -0.0176 0.0014
H -1.82888 0.39906 -1.83805 0.0083 0.0071 -0.0099
H -2.00658 0.91716 -4.24129 -0.0004 0.0002 0.0024
H -1.66826 -0.86429 -5.92072 -0.0005 0.0003 -0.0004
H -1.15346 -3.16878 -5.20280 0.0005 0.0026 -0.0030
H -0.97914 -3.70770 -2.80255 0.0050 -0.0008 -0.0140
H -3.89244 -2.05627 -1.66688 -0.0017 -0.0012 -0.0073
H -6.16130 -2.29915 -0.74524 -0.0043 -0.0008 0.0060
H -6.49471 -2.49213 1.69498 0.0007 0.0000 0.0024
H -4.55105 -2.45095 3.21894 0.0007 -0.0027 0.0002
H -2.27388 -2.20372 2.30856 0.0052 -0.0015 0.0072
C 0.88122 0.94408 5.29746 -0.0247 -0.0004 -0.0142
C -0.55922 0.71567 4.82227 0.0824 0.0478 0.0364
C -0.59184 0.18591 3.46422 -0.1226 -0.0719 -0.0032
N -0.60459 -0.23992 2.40099 -0.0648 0.3000 -0.0246
H 0.86230 1.34857 6.30681 0.0030 0.0012 0.0002
H 1.39552 1.65155 4.64969 0.0044 -0.0008 0.0026
H 1.44076 0.01070 5.30836 0.0035 0.0017 0.0029
H -1.12699 1.64735 4.82305 -0.0171 -0.0068 -0.0157
H -1.08500 0.01022 5.46735 -0.0083 -0.0063 -0.0119
F 0.22885 4.15507 1.42517 -0.0084 0.0056 0.0172
C 1.09597 3.52416 0.62303 0.0179 -0.0249 0.0174
F 1.11259 4.14752 -0.55464 -0.0078 0.0071 -0.0135
F 2.30629 3.60747 1.16766 0.0057 0.0035 -0.0014
C 0.64828 2.06024 0.44288 -0.1399 -0.0285 -0.0210
O 1.44269 1.14453 0.83344 0.0099 0.0085 -0.0038
O -0.46665 1.83132 -0.04483 0.2333 0.0381 0.0115
```
Positions in Å, forces in eV/Å.

The energy is -2313.359899 a.u. The gap between HOMO and LUMO comes out at 0.2943 Eh. The highest occupied orbital energy is -12.03 eV. As for the total charge: +1.



ORCA calculation (the ωB97M-V functional and the def2-TZVPD basis) on a 2-piece molecular cluster, C7H14O2 overall at a distorted geometry.

Geometry as XYZ:
```
23
Properties=species:S:1:pos:R:3:forces:R:3
C 1.97503 0.62199 0.80447 0.8033 0.4523 -1.1362
C 0.75049 0.16458 1.03709 -0.0581 -4.4186 0.7718
C -0.02930 0.28546 2.30731 -1.9064 0.7328 -1.3063
O 0.30559 -1.33485 0.47165 0.9191 1.8883 2.0902
C 1.32324 -2.16609 0.01803 1.0937 0.1604 -0.8585
H 2.12558 1.53167 0.25063 -0.0192 1.0811 1.1154
H 2.87254 0.03517 0.90109 -0.0913 -0.9699 -1.0834
H -0.32063 1.32545 2.45480 0.1764 0.0987 0.3251
H -0.93800 -0.30772 2.23540 -0.1470 0.0497 0.0023
H 0.52833 -0.08261 3.16597 0.3918 0.1142 -0.2697
H 0.94500 -3.08298 -0.45004 -0.4223 0.2803 0.2097
H 1.93450 -1.66949 -0.75685 -0.0766 0.0717 0.0091
H 2.06131 -2.48625 0.76607 -0.2994 0.1067 0.3399
C -2.52786 0.40771 -0.65285 0.4476 -0.5954 -0.2016
C -1.31035 0.73561 -1.06993 -0.2080 2.2802 0.9379
C -0.63486 0.45417 -2.36479 0.5688 -0.4764 -0.0859
O -0.57564 1.70471 -0.30226 -0.6978 -0.2234 -1.2065
H -3.01061 0.90694 0.17356 0.1752 -0.1616 0.3219
H -2.99044 -0.48209 -1.04318 -0.4289 0.1881 -0.4662
H -0.02650 1.29923 -2.68986 -0.1488 0.1544 0.3062
H -1.32277 0.24754 -3.18212 -0.1870 -0.2006 0.2554
H 0.06294 -0.37075 -2.26046 0.0995 -0.2940 -0.0241
H -1.19758 2.26261 0.18627 0.0156 -0.3190 -0.0465
```
Positions in Å, forces in eV/Å.

The energy is -425.399350 a.u. The gap between HOMO and LUMO (spin up / spin down) comes out at 0.3027 / 0.3026 Eh. The highest occupied orbital energy (spin up / spin down) is -7.77 / -7.77 eV. As for the total charge: 0. As for the SMILES: C=C(C)OC.C=C(C)O.



ORCA calculation (the ωB97M-V functional and the def2-TZVPD basis) on C5H15ClCoN5O14 as an isolated structure at a distorted geometry.

Geometry as XYZ:
```
41
Properties=species:S:1:pos:R:3:forces:R:3
Co 9.41436 10.59423 -0.00298 -1.1407 -2.1892 2.5894
Cl 7.03834 9.45923 1.98797 -4.5551 1.1281 6.7652
O 7.83071 10.34365 2.76485 1.5332 1.0071 0.4035
O 6.94496 8.20639 2.59552 0.6100 -1.3498 -0.1764
O 5.75412 10.01564 1.80934 -0.7568 0.4129 -0.5091
O 7.62129 9.39919 0.73249 4.9866 0.1732 -7.9484
C 3.38661 7.67589 1.25486 -0.7709 0.1687 1.1845
N 2.88413 6.63865 2.24339 1.1475 -0.1040 -0.2997
O 2.13760 6.97541 3.12308 -0.1304 0.1613 -0.0220
O 3.29416 5.51147 2.03057 -0.2406 0.0089 0.1950
H 4.29595 7.27767 0.80472 -0.5890 0.0040 -0.3939
H 3.59124 8.60774 1.78201 0.0215 -0.2326 0.2391
H 2.46270 7.84536 0.70190 0.5045 -0.0093 -0.8405
C 10.21264 7.60586 3.02336 -0.3245 0.3859 1.8065
N 11.07052 8.48322 2.23179 3.6858 -3.3692 -1.0730
O 12.22600 8.11242 2.02774 -2.1315 1.0756 0.6568
O 10.59375 9.44042 1.66619 -1.6818 2.9537 -1.7990
H 10.82157 7.23169 3.84635 0.0686 -0.1744 -0.2676
H 9.84368 6.77749 2.41856 -0.0064 0.3077 -0.1539
H 9.44731 8.24439 3.46456 -0.2762 -0.3312 -0.3438
C 5.81147 10.44934 5.96953 1.4670 -0.1381 0.1167
N 5.74952 9.00013 6.22758 -2.1802 -0.8307 -0.5114
O 5.02691 8.33037 5.51649 -0.2384 0.3125 -0.8589
O 6.36492 8.52328 7.12601 1.5924 0.0147 1.4890
H 4.88664 10.83388 5.53952 0.2666 -0.1649 0.2383
H 6.66425 10.45373 5.29066 -0.2449 0.5982 -0.5104
H 6.21409 10.89341 6.87991 -0.6539 0.2366 -0.0198
C 4.18820 10.30718 -1.41213 1.0558 -0.1040 1.4192
N 3.78623 11.32866 -2.43866 -2.8210 -3.2200 1.3254
O 2.69333 11.85222 -2.31421 0.6983 0.7094 0.3416
O 4.44218 11.26880 -3.41294 1.9056 1.2631 -2.5600
H 4.91999 9.58981 -1.78358 0.0937 0.5911 -0.6468
H 3.42236 9.64832 -1.00286 -0.6871 0.8939 -0.1887
H 4.67107 10.88913 -0.62710 -0.1893 -0.2219 0.2906
C 2.17930 11.66850 1.09310 0.6588 -0.1177 -0.7955
N 1.22534 10.86714 1.89151 -1.5970 -1.0415 -1.3519
O 0.58655 9.91925 1.33743 1.9979 2.1977 1.4392
O 1.04426 11.30555 2.99572 -0.3034 -0.6918 0.6032
H 2.12697 12.70486 1.42675 -0.5076 -0.1486 -0.2972
H 1.98170 11.48131 0.03763 -0.1297 0.3874 0.1700
H 3.21446 11.39324 1.29503 -0.1375 -0.5530 0.2946
```
Positions in Å, forces in eV/Å.

As for the spin multiplicity: 4. The energy is -3368.359762 a.u. The gap between HOMO and LUMO (spin up / spin down) comes out at 0.1445 / 0.0973 Eh. The highest occupied orbital energy (spin up / spin down) is -12.67 / -12.67 eV. As for the total charge: +1. As for the expectation value of S²: 3.757.



ORCA calculation (the ωB97M-V functional and the def2-TZVPD basis) on a 3-piece molecular cluster, C27H46O10 overall at a distorted geometry.

Geometry as XYZ:
```
83
Properties=species:S:1:pos:R:3:forces:R:3
C 1.90125 6.60993 -4.88839 -6.4959 -0.8163 -1.8019
C 0.60614 6.58042 -5.17178 6.1808 -1.5535 1.2573
C -0.90842 6.02452 -5.42484 1.3498 0.4832 0.1382
C -1.47545 5.32532 -4.06423 0.4322 0.3972 -0.0160
C -1.92996 3.78009 -4.26798 -0.8261 0.1822 0.2109
C -0.74755 2.71099 -3.98944 3.0800 0.8973 -1.5044
C 0.52178 2.95862 -4.63654 -2.0259 -2.1974 2.5196
C 1.70650 1.91348 -4.34618 2.2758 0.5568 -2.1785
O 2.74152 1.98851 -5.11503 -4.3755 -0.6622 3.7869
C 1.60458 0.80529 -3.15697 -2.6555 0.2662 0.6545
C 0.33305 0.52343 -2.50478 2.7734 1.0728 -1.9857
O 0.16341 -0.46764 -1.48025 0.7341 3.0341 -1.5405
C 1.14810 -0.32931 -0.41582 0.5532 -1.2713 1.5817
C 2.43322 -1.32859 -0.57714 -0.3055 0.7666 1.2771
O 2.07138 -2.65472 -1.05334 2.3060 1.0549 -0.0224
C 3.36327 -3.28811 -1.37921 1.0328 -1.1009 -1.0996
C 3.70305 -3.16618 -2.97093 -0.1153 0.6071 0.0939
C -0.92487 1.39262 -3.06251 -4.2900 -1.0585 0.6256
O -2.13957 1.03078 -2.81163 5.6802 1.5791 -0.8649
H 3.04624 6.47489 -4.75935 -2.7999 0.6666 -0.2493
H -1.53525 6.91418 -5.79117 0.8283 -1.4125 0.7619
H -0.92394 5.23730 -6.28044 0.4392 1.4752 1.3860
H -2.35131 6.00849 -3.70709 1.4830 -1.5813 -0.4495
H -0.62993 5.33722 -3.28316 -1.4473 0.1734 -1.1316
H -2.85525 3.62517 -3.57979 1.8058 -0.1623 -1.1742
H -2.31347 3.69910 -5.36295 0.6795 -0.2352 1.8802
H 0.74077 3.83999 -5.33576 -0.2791 -1.5771 1.2011
H 2.57310 0.25758 -2.86210 -1.7560 0.9879 -0.7417
H 1.46640 0.76467 -0.20982 -0.3658 -1.7810 -0.7236
H 0.61563 -0.68172 0.56247 0.6934 0.5533 -1.9130
H 3.29576 -0.86978 -1.18526 -1.4404 -0.6222 0.6377
H 2.83684 -1.47068 0.50976 -0.5208 0.4829 -1.7194
H 4.23933 -2.81284 -0.77174 -1.6614 -0.8634 -0.9368
H 3.36276 -4.42615 -1.13259 -0.4599 2.0956 -0.1525
H 4.49756 -3.93384 -3.30838 -1.2598 1.2086 0.7480
H 4.11221 -2.10588 -3.22665 -0.7197 -1.8161 0.4334
H 2.75303 -3.32716 -3.60439 1.4495 0.1777 1.1370
C -0.94250 1.72404 3.42157 -0.0883 0.3476 -0.1910
O -1.48796 2.46289 2.34233 -0.1218 -0.4008 0.2630
C -1.79281 1.65827 1.20828 -0.4267 0.3341 0.1231
C -3.11615 2.08479 0.57121 0.0286 -0.2430 -0.1485
O -4.28353 1.76075 1.33185 0.2737 0.2861 0.1753
C -4.47545 2.46879 2.55914 -0.1984 -0.0107 -0.0855
C -4.79633 3.95473 2.39935 0.5063 -0.2037 0.1461
O -3.64947 4.68353 1.96916 -0.2713 -0.0483 -0.4414
C -3.94999 5.66391 0.99136 0.2171 -0.1326 0.2821
H 0.10140 1.47316 3.21651 0.0843 -0.1889 0.1021
H -0.98865 2.34904 4.31549 0.0585 0.0364 -0.1237
H -1.52113 0.81429 3.61640 0.0684 -0.0461 -0.0499
H -1.86261 0.59695 1.48320 0.0202 0.0967 0.0063
H -0.98263 1.78392 0.48577 0.0054 -0.1418 -0.2747
H -3.22218 1.53423 -0.36909 0.0026 -0.0984 0.1499
H -3.10854 3.14045 0.30201 0.1598 0.0867 0.2044
H -3.63685 2.30687 3.23640 0.1049 0.2506 -0.0746
H -5.34101 1.99516 3.03391 -0.0309 0.0368 -0.1723
H -5.09568 4.36538 3.36953 -0.2205 -0.1320 0.0615
H -5.62986 4.07028 1.69768 0.0732 -0.0025 -0.0409
H -4.57846 5.25135 0.19510 -0.0757 0.0368 0.0193
H -3.01060 5.99409 0.54282 -0.0315 -0.0084 0.1480
H -4.44620 6.51937 1.45735 -0.1068 0.1043 -0.1520
C 0.39749 -8.01907 3.06061 -0.0132 0.2769 0.2365
O 1.07026 -6.91779 3.64678 0.0560 -0.1709 -0.4439
C 2.48442 -6.98247 3.50308 -0.2192 0.4607 -0.0983
C 3.06851 -5.60459 3.18722 0.1125 -0.1343 -0.0697
O 2.78367 -5.11551 1.87357 -0.2087 -0.0404 0.2841
C 1.42483 -4.76816 1.59027 0.0055 0.1460 -0.2189
C 0.90928 -3.53690 2.33447 -0.1569 -0.5935 0.1182
O 0.71998 -3.81608 3.71931 0.4875 0.2904 0.0169
C 1.14488 -2.75872 4.56123 -0.2346 -0.3250 -0.0702
H 0.50322 -8.90431 3.69242 -0.0076 -0.1817 -0.1180
H -0.66093 -7.76383 2.98084 0.0841 0.0181 0.1150
H 0.77124 -8.22509 2.05159 0.0482 -0.0640 0.0462
H 2.76906 -7.67609 2.70027 -0.0707 0.0522 0.0670
H 2.89723 -7.34574 4.44713 0.2828 -0.0420 0.0290
H 4.15915 -5.69010 3.23294 -0.0652 -0.0804 -0.1395
H 2.79281 -4.87045 3.94335 -0.2362 -0.1051 0.0502
H 0.76806 -5.62742 1.72563 -0.0611 0.1043 0.2911
H 1.40202 -4.53827 0.52042 0.1235 0.1262 0.1293
H -0.06576 -3.25085 1.92581 0.0560 0.0628 -0.2700
H 1.60901 -2.70648 2.18610 0.0480 -0.0293 0.0665
H 2.14106 -2.40183 4.27902 -0.0127 0.0773 -0.0340
H 1.20022 -3.14041 5.58284 -0.1147 -0.0021 -0.1001
H 0.42558 -1.93608 4.52315 0.0882 0.1875 0.0607
```
Positions in Å, forces in eV/Å.

The energy is -1808.292167 a.u. The gap between HOMO and LUMO comes out at 0.2778 Eh. The highest occupied orbital energy is -9.08 eV. As for the total charge: 0. As for the SMILES: C#CCCCC1=CC(=O)C=C(OCCOCC)C1=O.COCCOCCOC.COCCOCCOC.